{
  "formula": "CH2BrP",
  "method": "ωB97M-V/def2-TZVPD",
  "species": ["C", "P", "Br", "H", "H"],
  "coordinates": [[-1.279, 0.307, -0.009], [1.999, -0.346, 0.228], [-1.309, 1.049, -1.674], [-1.195, -0.791, -0.147], [1.784, -0.220, 1.601]],
  "lowdin_charge": [-0.57, 0.46, 0.56, -0.11, -0.34],
  "e_lumo_ev": [-1.6677, -1.9495],
  "de_lowest_ev": 5.970,
  "e_homo_ev": [-8.92, -9.05],
  "energy_ev": -80393.8500,
  "homo_lumo_gap_ev": [7.256, 7.105]
}